No. 1
Below is a cluster of 14 separate species, C27H82O23 in total, with properties calculated with ωB97M-V/def2-TZVPD.

CARTESIAN COORDINATES (ANGSTROEM)
O: 5.91513 -10.17161 32.02223
H: 5.97050 -10.52441 31.13415
H: 5.91822 -10.94382 32.58786
O: 7.04223 -8.80228 28.64989
H: 6.70838 -9.68039 28.83348
H: 7.27414 -8.82296 27.72145
C: 3.26613 -18.16130 31.18265
C: 3.93005 -16.77517 31.33687
O: 3.53549 -16.16614 32.53430
O: 3.79355 -19.07269 32.16679
H: 3.43857 -18.50079 30.16133
H: 2.17823 -18.09435 31.19190
H: 3.67577 -16.15845 30.47485
H: 5.01032 -16.91990 31.34979
H: 4.33391 -15.77496 32.89636
H: 3.21073 -19.09518 32.92930
C: 7.18910 -15.25784 32.76851
C: 7.85302 -16.63194 33.09723
O: 7.99080 -16.78177 34.51772
O: 5.98493 -15.20569 33.41132
H: 7.08898 -14.99568 31.71526
H: 7.88857 -14.47956 33.07364
H: 8.79905 -16.63275 32.55582
H: 7.24055 -17.42367 32.66577
H: 8.83585 -16.43121 34.80859
H: 6.03636 -15.58885 34.29004
C: 9.62270 -9.32534 26.08684
C: 8.36888 -10.24791 26.00321
O: 7.25221 -9.39427 25.86469
O: 9.82590 -8.85602 27.45881
H: 9.59174 -8.46460 25.41880
H: 10.50393 -9.92121 25.84919
H: 8.26859 -10.86706 26.89467
H: 8.32646 -10.87136 25.11013
H: 7.10522 -9.18605 24.93914
H: 8.96391 -8.72907 27.86187
C: -0.48593 -12.39518 28.53698
C: 0.98032 -12.69557 28.61645
O: 1.35683 -13.76504 29.48472
O: -1.29959 -13.40461 27.92111
H: -0.52113 -11.45008 27.99510
H: -0.89610 -12.21537 29.53073
H: 1.57192 -11.86881 29.00959
H: 1.41758 -12.99822 27.66497
H: 1.17314 -13.48182 30.38340
H: -2.21738 -13.12425 27.89505
C: 1.09697 -16.27468 27.39751
C: 0.47105 -16.93547 28.63074
O: 0.85140 -18.23810 28.98836
O: 2.45954 -15.78552 27.52969
H: 0.53206 -15.38621 27.11542
H: 0.96719 -16.89718 26.51221
H: -0.59433 -17.12024 28.49318
H: 0.56912 -16.24113 29.46523
H: 0.36492 -18.83189 28.41187
H: 2.35834 -14.96606 28.01945
C: 1.77365 -9.63515 26.13480
C: 2.17215 -8.55090 27.06607
O: 3.50640 -8.28108 27.07581
O: 1.79999 -9.14928 24.80839
H: 0.78430 -10.04058 26.34673
H: 2.40754 -10.52185 26.13689
H: 1.94094 -8.81251 28.09865
H: 1.74999 -7.58265 26.79706
H: 3.96589 -8.33303 26.23452
H: 2.72344 -9.05962 24.56186
C: 8.59500 -14.10192 26.13242
C: 8.79093 -14.22454 24.61344
O: 7.85393 -15.13236 24.01458
O: 7.35356 -13.39189 26.34051
H: 9.41900 -13.55129 26.58620
H: 8.58917 -15.11592 26.53226
H: 9.78545 -14.60858 24.38636
H: 8.75490 -13.22011 24.19162
H: 8.17012 -15.29839 23.12348
H: 6.70693 -13.91406 25.86007
C: 4.12993 -13.30759 24.37055
C: 4.90094 -12.33905 23.56111
O: 4.06829 -11.29078 23.22250
O: 4.94052 -14.39315 24.68136
H: 3.30585 -13.69083 23.76878
H: 3.86078 -12.93369 25.35840
H: 5.16813 -12.70440 22.56953
H: 5.85070 -12.08623 24.03242
H: 3.40758 -11.66080 22.63246
H: 5.38575 -14.59585 23.85535
C: 1.65910 -12.11530 32.82393
C: 2.05221 -10.68001 32.45080
O: 1.24877 -9.80533 33.19094
O: 0.59223 -12.60696 32.08087
H: 1.26731 -12.04635 33.83874
H: 2.53972 -12.75746 32.83929
H: 1.97671 -10.40759 31.39810
H: 3.10949 -10.55118 32.68241
H: 1.55325 -8.91076 33.02179
H: 0.16347 -13.36915 32.47688
C: 4.75353 -12.88010 29.81041
C: 5.61313 -12.13920 28.79552
C: 4.74734 -11.40092 27.82604
O: 6.51351 -11.28426 29.41352
H: 5.40766 -13.53684 30.38392
H: 3.96536 -13.50987 29.39777
H: 4.23494 -12.17176 30.45649
H: 6.10604 -12.92555 28.22386
H: 3.97052 -12.05066 27.42296
H: 5.27810 -10.90294 27.01461
H: 4.16140 -10.67288 28.38703
H: 7.28978 -11.83823 29.52366
C: 6.06070 -16.01566 28.55375
C: 6.70477 -17.23164 27.91373
C: 7.30354 -18.13532 28.95781
O: 5.83807 -17.98521 27.01179
H: 5.13065 -16.32298 29.03193
H: 5.88856 -15.25618 27.79109
H: 6.58965 -15.62123 29.42137
H: 7.60734 -16.95322 27.36971
H: 7.76063 -18.97126 28.42832
H: 6.68019 -18.70556 29.64656
H: 8.05426 -17.76335 29.65506
H: 5.57194 -17.29030 26.40526
C: 9.61791 -12.91645 29.35829
C: 9.82835 -12.56354 30.82655
C: 10.58463 -11.23728 31.04813
O: 8.58956 -12.41698 31.37025
H: 9.20249 -12.01897 28.89997
H: 8.99060 -13.80761 29.33851
H: 10.59818 -13.13707 28.93579
H: 10.28039 -13.46547 31.23919
H: 11.24216 -11.09599 30.19036
H: 11.18322 -11.23236 31.95904
H: 9.85322 -10.42973 31.07960
H: 8.70565 -12.14430 32.28335

Properties
**Max |F|**: 3.23 eV/A
**E_tot**: -76405.6150 eV
**Expectation value of S²**: 0.755
**Multiplicity**: 2
**Lowest unoccupied orbital energy (spin up / spin down)**: -0.08595 / -0.32175 hartree
**Orbital gap (spin up / spin down)**: 9.23 / 2.82 eV
**Net charge**: +1

---

No. 2
Below is a cluster of 13 separate species, C27H87O34P7 in total, with properties calculated with ωB97M-V/def2-TZVPD.

CARTESIAN COORDINATES (ANGSTROEM)
C: 3.19473 -2.53405 -4.41702
O: 3.16994 -2.50055 -5.86509
H: 3.50428 -1.56882 -4.01626
H: 2.19245 -2.72791 -4.03498
H: 3.84037 -3.32564 -4.03671
H: 2.42584 -2.08017 -6.30235
C: 0.21830 -0.93813 -1.38058
O: 0.71345 0.18794 -0.72783
H: 0.12439 -1.80093 -0.72113
H: -0.76116 -0.68539 -1.78663
H: 0.91682 -1.09045 -2.20336
H: 0.76047 0.95476 -1.30347
C: -4.64140 1.31768 -4.31522
O: -3.60446 2.10901 -4.92421
H: -4.93401 1.54927 -3.29108
H: -5.46521 1.21053 -5.02087
H: -4.24784 0.30833 -4.19509
H: -3.63677 2.87681 -4.34884
C: -2.45946 -4.11059 -6.05854
O: -1.50097 -3.76080 -5.08679
H: -2.90955 -3.18833 -6.42592
H: -2.35897 -4.77582 -6.91613
H: -3.26188 -4.62540 -5.53015
H: -0.63237 -3.84795 -5.48623
C: 2.63181 -6.47861 -3.89653
O: 2.19762 -6.14710 -2.62949
H: 3.63871 -6.89342 -3.84984
H: 1.79586 -6.91411 -4.44393
H: 2.66478 -5.52614 -4.42552
H: 2.66552 -5.39771 -2.25389
C: 3.61479 -2.87404 -0.59082
O: 3.74298 -4.06683 -1.44073
H: 2.53191 -2.76958 -0.52337
H: 3.91806 -3.00480 0.44794
H: 4.14108 -1.98712 -0.94365
H: 4.67332 -4.27359 -1.55612
C: -2.44650 4.29072 5.90920
O: -2.68492 2.89837 5.69450
P: -1.76126 1.71446 6.24648
O: -2.29477 0.38824 5.90463
O: -0.31993 2.12248 5.62856
C: 0.37204 1.58401 4.50560
O: -1.55725 2.01189 7.81017
C: -0.89965 1.05626 8.55336
H: -2.73435 4.85145 5.01993
H: -1.42902 4.64240 6.07995
H: -3.04828 4.67074 6.73476
H: 0.21901 2.26577 3.66901
H: 0.00310 0.63345 4.12035
H: 1.45350 1.62603 4.63518
H: -1.29897 1.00449 9.56627
H: 0.13908 1.38097 8.61410
H: -0.78019 0.07584 8.09226
C: 2.35231 -3.39062 4.02330
O: 2.75543 -2.12445 4.54540
P: 3.78017 -1.14485 3.83386
O: 4.68625 -1.71937 2.78218
O: 2.77369 0.03667 3.22135
C: 2.07782 -0.15588 1.97737
O: 4.60298 -0.49419 5.12833
C: 5.31523 -1.46643 5.97403
H: 2.44812 -3.59306 2.95656
H: 1.33755 -3.69177 4.28344
H: 3.02839 -4.05559 4.56074
H: 2.35382 -1.17806 1.71841
H: 2.31079 0.56421 1.19296
H: 1.01351 0.00801 2.14616
H: 4.72426 -1.68694 6.86298
H: 6.29245 -1.03477 6.19035
H: 5.45560 -2.47072 5.57427
C: -5.84062 4.88839 -0.61460
O: -5.48437 5.87137 -1.63097
P: -3.99686 5.68583 -2.41104
O: -3.71698 4.34686 -2.97545
O: -3.95595 6.94964 -3.46736
C: -2.77678 7.64222 -3.63441
O: -2.87155 6.15026 -1.26583
C: -1.78865 5.33103 -0.86508
H: -5.85052 5.46277 0.31173
H: -5.05510 4.13295 -0.63384
H: -6.84052 4.50241 -0.81293
H: -1.92538 6.96243 -3.66742
H: -2.74824 8.43824 -2.89034
H: -2.72895 8.14155 -4.60212
H: -2.05331 4.29123 -1.05707
H: -1.56585 5.43134 0.19719
H: -0.85573 5.43730 -1.41869
C: 2.46461 3.59244 -0.40848
O: 3.06539 3.98978 0.86122
P: 3.83792 5.41791 1.18357
O: 4.38103 6.07507 -0.04796
O: 2.92587 6.33558 2.16882
C: 3.37521 7.57444 2.60654
O: 4.93125 4.88557 2.28524
C: 4.59787 4.26605 3.48209
H: 3.18747 3.03827 -1.00720
H: 2.18148 4.43289 -1.04218
H: 1.49712 3.09332 -0.35426
H: 2.82840 8.29564 1.99911
H: 4.43414 7.69789 2.37948
H: 3.29357 7.60675 3.69299
H: 4.77540 3.19129 3.52055
H: 3.51664 4.24544 3.61857
H: 5.01286 4.81226 4.32916
C: -0.58483 0.13801 -5.58718
O: 0.76275 0.54666 -5.13184
P: 0.92647 2.01807 -4.35474
O: 0.54762 2.02923 -2.92254
O: 2.45718 2.34247 -4.60382
C: 3.38401 1.71029 -3.70603
O: 0.16355 3.08592 -5.33834
C: -0.38745 4.23140 -4.73206
H: -1.22452 0.99700 -5.78970
H: -1.00551 -0.69281 -5.02073
H: -0.47318 -0.44505 -6.50133
H: 2.96882 1.24282 -2.81317
H: 4.01475 2.50026 -3.29833
H: 3.88356 0.90913 -4.25073
H: -0.13225 5.17157 -5.22100
H: -0.03073 4.38332 -3.71336
H: -1.47511 4.24377 -4.66182
C: -4.04768 0.20392 -0.13212
O: -4.52274 -1.18562 -0.15662
P: -3.57839 -2.38614 -0.70353
O: -4.16761 -3.77419 -0.46550
O: -2.24550 -2.26006 0.25728
C: -2.24396 -2.02722 1.61771
O: -3.23104 -1.87303 -2.24065
C: -4.21675 -2.11808 -3.37867
H: -4.83978 0.95115 -0.08407
H: -3.33444 0.39575 -0.93375
H: -3.52114 0.33060 0.81382
H: -3.09519 -2.25685 2.25862
H: -2.14372 -0.96039 1.81754
H: -1.44991 -2.52242 2.17658
H: -3.72146 -2.07294 -4.34860
H: -5.09005 -1.47956 -3.24561
H: -4.84718 -2.99855 -3.25444
C: 0.43099 -8.65253 2.86351
O: 0.57838 -7.25055 2.98352
P: -0.49176 -6.20542 2.31569
O: 0.02647 -4.80538 2.24197
O: -1.84924 -6.39097 3.25525
C: -1.91923 -6.20594 4.67622
O: -0.87621 -6.95178 0.92671
C: -0.58778 -6.27091 -0.24451
H: -0.11258 -8.95327 1.96788
H: 0.18688 -9.30758 3.69983
H: 1.43838 -8.96452 2.58791
H: -2.57138 -6.98672 5.06760
H: -2.42666 -5.24708 4.78216
H: -0.98558 -6.21082 5.23869
H: -1.53194 -5.98650 -0.70902
H: -0.22797 -7.04231 -0.92538
H: 0.06631 -5.40271 -0.16394

Properties
**Max |F|**: 4.05 eV/A
**E_tot**: -164054.2487 eV
**Lowest unoccupied orbital energy**: 0.00341 hartree
**Orbital gap**: 9.72 eV

---

No. 3
Below is a structure of composition C27H91CrN3O22, with properties calculated with ωB97M-V/def2-TZVPD.

CARTESIAN COORDINATES (ANGSTROEM)
Cr: -3.11379 0.42465 2.25323
C: -6.36891 3.84913 2.78389
C: -5.39696 4.23261 1.65381
C: -5.48937 5.77611 1.49599
C: -4.63125 6.61745 2.55596
C: -3.17334 6.13425 2.47896
C: -3.01192 4.56237 2.70998
N: -3.96660 3.83655 1.80599
O: -3.74026 2.42204 1.63986
C: -3.33673 4.31675 4.22142
C: -1.54215 4.23052 2.48923
C: -5.98495 3.61786 0.26209
H: -7.40440 3.76422 2.45427
H: -6.20320 4.58663 3.56921
H: -5.99556 2.94627 3.26717
H: -6.53750 6.07405 1.52325
H: -5.17225 6.03091 0.48474
H: -5.07941 6.56071 3.54795
H: -4.64487 7.69094 2.36745
H: -2.63532 6.71974 3.22451
H: -2.69649 6.50246 1.57059
H: -4.30485 4.75694 4.46031
H: -2.57105 4.75551 4.86120
H: -3.40347 3.24986 4.43449
H: -1.36334 3.15729 2.55479
H: -0.85825 4.80918 3.11014
H: -1.17223 4.39334 1.47693
H: -5.34039 3.64799 -0.61639
H: -6.87079 4.16132 -0.06659
H: -6.41968 2.62462 0.37435
C: 0.80724 -1.71244 1.14861
C: 1.01541 -0.21267 1.05462
C: 2.44411 -0.04098 0.29556
C: 2.35784 -0.27325 -1.22541
C: 1.36017 0.82708 -1.71127
C: -0.13850 0.69456 -1.11705
N: -0.03482 0.57485 0.37035
O: -1.30573 0.59319 0.98052
C: -0.76807 -0.57806 -1.76496
C: -0.89332 2.02375 -1.47981
C: 1.23473 0.42706 2.48527
H: 1.66214 -2.19636 1.62090
H: 0.78865 -2.19595 0.17189
H: -0.15736 -1.90920 1.61651
H: 3.00153 -0.90394 0.65983
H: 2.96092 0.89867 0.49069
H: 2.06032 -1.28009 -1.51840
H: 3.30028 -0.10355 -1.74609
H: 1.46674 0.71307 -2.79004
H: 1.78380 1.82214 -1.57528
H: -1.53248 -0.40777 -2.52310
H: -1.31349 -1.18884 -1.04555
H: -0.04899 -1.23759 -2.25081
H: -1.96178 1.80869 -1.46506
H: -0.71772 2.37087 -2.49804
H: -0.65336 2.90446 -0.88409
H: 0.47289 0.12539 3.20409
H: 1.29545 1.51008 2.59239
H: 2.11656 0.01648 2.97710
C: 1.77532 -4.83797 -3.12539
C: 1.92556 -6.32006 -2.64144
C: 2.71978 -6.28080 -1.27878
C: 1.88305 -5.96517 -0.05759
C: 0.52143 -6.65177 0.05713
C: -0.24720 -6.55606 -1.30604
N: 0.67388 -7.03000 -2.45138
O: 0.04296 -7.70651 -3.58656
C: -0.85691 -5.15107 -1.57450
C: -1.45645 -7.56649 -1.08849
C: 2.91300 -7.06709 -3.64960
H: 0.84526 -4.72902 -3.68327
H: 2.61128 -4.67601 -3.80586
H: 1.75191 -4.18810 -2.25062
H: 3.51725 -5.54015 -1.33858
H: 3.30460 -7.19885 -1.22156
H: 1.61210 -4.90938 -0.05992
H: 2.50486 -6.23159 0.79708
H: -0.01160 -6.23318 0.91080
H: 0.75683 -7.66247 0.39052
H: -0.23668 -4.30085 -1.29069
H: -1.79068 -4.90421 -1.06930
H: -1.11997 -5.11062 -2.63151
H: -2.06833 -7.66208 -1.98547
H: -1.99296 -7.17978 -0.22206
H: -1.23946 -8.63087 -0.99851
H: 3.05410 -8.11138 -3.37095
H: 3.88176 -6.57051 -3.70449
H: 2.50961 -7.07069 -4.66221
O: -2.85902 -1.46104 2.92242
H: -2.15667 -1.87131 3.46362
O: 4.37526 -1.28937 2.79090
H: 5.32739 -1.20776 2.84585
H: 4.04585 -0.42374 3.03254
O: 0.33892 -3.78660 4.36414
H: 1.24230 -3.75340 4.04945
H: 0.41876 -3.89029 5.31235
O: 0.91604 -1.88596 -4.69044
H: 1.41233 -2.18811 -3.92976
H: 1.29377 -2.36396 -5.42873
O: 1.12648 0.85092 -5.31274
H: 1.93642 0.71184 -5.80355
H: 1.00675 0.04313 -4.81338
O: 4.35515 2.64421 1.83388
H: 3.72360 3.31601 1.57685
H: 4.80224 2.41127 1.02020
O: -2.62558 5.06763 -0.64689
H: -1.81447 4.59079 -0.47092
H: -3.22202 4.79167 0.04905
O: 3.30947 4.41301 -1.99273
H: 2.55099 4.04698 -2.44765
H: 4.06134 3.96663 -2.38218
O: -0.65153 5.44649 -3.79719
H: -0.04535 4.72369 -3.95955
H: -0.59445 5.60035 -2.85417
O: -1.92760 1.06940 3.77674
H: -1.05598 1.43053 3.93828
H: -2.35170 1.07305 4.63485
O: 4.71994 -0.01991 -3.80263
H: 4.94657 -0.86672 -4.18706
H: 4.20672 0.42130 -4.47951
O: 0.29611 2.27021 4.79583
H: 0.10873 2.53121 5.69749
H: 1.24701 2.16375 4.76949
O: 6.79066 0.46457 -1.87437
H: 6.08289 0.19157 -2.45812
H: 6.93786 -0.29129 -1.30583
O: 2.02233 3.82191 0.27363
H: 2.53709 4.18843 -0.44535
H: 1.61320 3.04049 -0.09815
O: 3.00411 -3.52347 3.69059
H: 3.26332 -2.60813 3.58482
H: 3.33350 -3.95858 2.90419
O: -3.38157 4.15822 -3.22762
H: -3.15470 4.34804 -2.31727
H: -4.05799 4.79961 -3.44512
O: 4.76617 -3.73130 1.49807
H: 4.92315 -2.85806 1.85729
H: 5.15604 -3.70499 0.62426
O: 1.60169 3.26234 -3.88584
H: 1.18353 2.40922 -4.00227
H: 2.14271 3.37313 -4.66766
O: -2.50084 -3.17004 0.80752
H: -3.07127 -3.12717 0.04005
H: -1.61376 -3.14002 0.44917

Properties
**Max |F|**: 2.40 eV/A
**E_tot**: -107406.0124 eV
**Expectation value of S²**: 6.012
**Multiplicity**: 5
**Lowest unoccupied orbital energy**: 0.09521 hartree
**Orbital gap**: 2.67 eV
**Net charge**: -2

---

max |F| of number 2 (C27H87O34P7)? 4.05 eV/A